[1]
20
Properties=species:S:1:pos:R:3:lowdin_charge:R:1 method="wB97M-V/def2-TZVPD" total_charge=0 largest_force_ev_per_a=4.0 gap_ha="0.2638 / 0.2625" energy_ev=-10525.366 e_homo_ev="-7.03 / -7.19"
C -0.4488 2.1061 0.9618 -0.215
C 0.5092 0.9059 1.1171 -0.146
C -1.0947 2.4591 -0.2736 -0.026
C 1.1601 0.1752 -0.0248 -0.062
C 1.7991 -3.1890 -0.7077 0.018
C 0.9961 -2.2415 -1.2322 -0.198
C -1.0142 0.7731 1.3920 -0.168
C -1.9534 1.4454 -0.6377 -0.113
C -1.9447 0.4283 0.2594 -0.031
C 0.9997 -0.9662 -0.7034 0.031
H -0.3392 2.8950 1.5669 0.095
H 0.9594 1.0548 2.0537 0.113
H -1.1400 3.3661 -0.8748 0.109
H 2.0868 0.6185 -0.4837 0.119
H 1.6212 -4.2045 -1.0015 0.047
H 2.5591 -3.0319 -0.0196 0.039
H 0.2665 -2.3491 -1.9386 0.070
H -1.2050 0.4835 2.4778 0.155
H -2.5744 1.3878 -1.4420 0.074
H -2.3283 -0.5501 0.2657 0.088


[2]
19
Properties=species:S:1:pos:R:3:lowdin_charge:R:1 method="wB97M-V/def2-TZVPD" total_charge=-1 largest_force_ev_per_a=1.6 gap_ha=0.2575 energy_ev=-9927.300 e_homo_ev=-2.84
C 1.9669 0.7964 -0.8067 -0.157
N 0.7159 1.4639 -1.1404 -0.140
C -0.3416 0.5263 -1.5371 -0.277
C -1.5610 0.6379 -0.6365 -0.221
C -1.3069 0.1086 0.8342 -0.524
O -1.0076 -1.1943 0.8967 -0.332
H 2.5321 0.6335 -1.7307 0.063
H 1.8139 -0.1590 -0.2968 0.065
H 2.5947 1.4100 -0.1541 0.067
H 0.4480 2.0510 -0.3652 0.071
H 0.0228 -0.5005 -1.5003 0.099
H -0.6064 0.6955 -2.5900 0.087
H -1.8867 1.6825 -0.4919 0.088
H -2.3809 0.0814 -1.1116 0.092
H -0.4414 0.7875 1.1075 0.073
H -2.2127 0.4334 1.4000 0.075
H 0.9740 -1.2361 1.7465 -0.003
H 0.4014 -2.6241 1.8366 0.002
O 1.2173 -2.1434 1.9957 -0.128


[3]
13
Properties=species:S:1:pos:R:3:lowdin_charge:R:1 method="wB97M-V/def2-TZVPD" total_charge=0 largest_force_ev_per_a=5.1 gap_ha=0.2921 energy_ev=-10031.059 e_homo_ev=-9.96
C 1.3042 -0.6517 0.4229 -0.162
C 0.0063 -0.0044 -0.1530 -0.373
C -1.3736 -0.5275 0.2971 -0.337
H 2.4395 0.8728 -0.4739 0.105
H 1.3247 -1.6145 0.0011 0.101
H 1.6192 -0.5013 1.4919 0.143
H 0.1663 -0.1353 -1.2242 0.150
H -1.0870 -1.6094 0.4947 0.139
H -1.3781 0.1138 1.1781 0.088
H -3.1009 0.8438 0.6877 0.365
O 2.3420 -0.1114 -0.4302 -0.112
O -2.4384 -0.1658 -0.5216 -0.120
F 0.1296 1.2610 0.2286 0.013


[4]
23
Properties=species:S:1:pos:R:3:lowdin_charge:R:1 method="wB97M-V/def2-TZVPD" total_charge=-2 largest_force_ev_per_a=5.2 gap_ha=0.1013 energy_ev=-53111.854 e_homo_ev=-3.01
Ca -0.1708 0.6672 -0.2614 1.759
N -0.8017 -4.5044 -1.8795 -0.715
O -0.8113 -5.5179 -1.2206 -0.042
O -0.1683 -4.5135 -2.9452 -0.079
O -1.3730 -3.4965 -1.5123 -0.101
N 2.9940 0.4179 -4.9192 -0.697
O 4.1095 0.9183 -4.7732 -0.091
O 2.9649 -0.5175 -5.7490 -0.090
O 2.0542 0.5960 -4.1858 -0.100
N -3.9217 1.3444 4.0680 -0.735
O -3.0614 1.0153 3.2459 -0.137
O -3.8160 0.6984 5.0993 -0.061
O -4.7116 2.1962 3.8753 -0.027
N 2.5500 -2.4609 3.1922 -0.727
O 1.4882 -2.7874 3.6464 -0.028
O 2.5359 -1.8115 2.1459 -0.119
O 3.6174 -2.7963 3.6374 -0.034
O 1.8706 3.5894 1.3678 -0.065
H 2.7968 3.3507 1.3301 0.040
H 1.7740 4.0452 2.2039 0.040
O -2.9664 3.0096 -2.0538 -0.063
H -3.5946 2.8282 -2.7529 0.038
H -3.3588 3.7291 -1.5592 0.036


[5]
97
Properties=species:S:1:pos:R:3:lowdin_charge:R:1 method="wB97M-V/def2-TZVPD" total_charge=-2 largest_force_ev_per_a=2.4 gap_ha=0.2237 energy_ev=-166875.245 e_homo_ev=-1.92
Sr 1.4590 0.0983 1.1794 1.170
Cl -1.0182 -3.7286 6.8628 0.586
C -0.2646 -3.3546 5.3256 -0.691
C -0.2207 -2.0358 4.9111 -0.064
C 0.3608 -1.6521 3.7043 -0.208
N 0.4878 -0.2714 3.3836 -0.040
C -0.4995 0.5757 3.6540 -0.508
O -1.7093 0.3432 3.8859 -0.043
C -0.0330 2.0258 3.7757 -0.240
C -0.6863 2.8393 4.6897 -0.032
C -0.1949 4.1118 4.9169 -0.083
C 0.9222 4.5307 4.2143 -0.075
C 1.4990 3.6562 3.3052 -0.152
N 1.0395 2.4238 3.0816 0.094
C 0.9690 -2.6516 2.8856 -0.197
C 0.8854 -3.9878 3.3168 -0.048
C 0.2834 -4.3364 4.5160 -0.685
Cl 0.2539 -6.0293 4.9788 0.586
N 1.6656 -2.2217 1.7309 -0.061
C 2.2183 -3.0866 0.8638 -0.490
O 2.1599 -4.3244 0.8257 -0.014
C 3.0902 -2.4095 -0.2133 -0.190
C 3.7167 -3.2086 -1.1572 -0.016
C 4.5503 -2.6152 -2.0898 -0.070
C 4.7452 -1.2408 -2.0488 -0.075
C 4.0828 -0.5082 -1.0791 -0.140
N 3.2708 -1.0781 -0.1746 0.023
H -0.6484 -1.2724 5.5463 0.106
H -1.5612 2.4548 5.1943 0.111
H -0.6722 4.7647 5.6367 0.095
H 1.3453 5.5167 4.3570 0.092
H 2.3772 3.9412 2.7362 0.049
H 1.3101 -4.7552 2.6908 0.085
H 3.5150 -4.2713 -1.1378 0.112
H 5.0397 -3.2175 -2.8483 0.102
H 5.3838 -0.7367 -2.7659 0.100
H 4.1822 0.5698 -1.0030 0.065
O 1.6430 1.6857 -0.6118 -0.379
N 1.8766 2.9840 -0.6108 -0.207
C 1.1296 3.7702 -1.4241 -0.057
C 1.2916 5.1269 -1.4755 -0.091
C 2.2620 5.7071 -0.6572 -0.106
C 3.0354 4.9016 0.1436 -0.126
C 2.8925 3.4942 0.1816 -0.716
S 3.8851 2.4538 1.1052 0.553
H 0.4052 3.2306 -2.0125 0.109
H 0.6589 5.7093 -2.1306 0.094
H 2.4091 6.7822 -0.6543 0.093
H 3.8039 5.3169 0.7817 0.090
S -1.5783 3.4200 1.0411 0.596
C -2.9966 2.4751 1.0203 -0.836
N -3.8083 2.4645 -0.0699 0.006
C -4.8931 1.5031 -0.2649 -0.182
C -5.5651 1.2714 1.0720 -0.179
C -4.5119 0.7997 2.0498 -0.172
N -3.4017 1.7577 2.0842 0.032
H -3.3471 2.8016 -0.8957 0.081
H -4.5123 0.5625 -0.6782 0.118
H -5.5921 1.9236 -0.9859 0.112
H -6.3642 0.5350 0.9857 0.110
H -5.9930 2.2162 1.4215 0.115
H -4.1502 -0.1839 1.7577 0.101
H -4.9124 0.7113 3.0587 0.119
H -2.6932 1.5437 2.7806 0.071
C -2.0796 -2.1293 0.1962 -0.294
Ge -0.6071 -1.0455 -0.6408 0.869
C -1.7256 -0.1856 -2.1075 -0.322
C -2.6000 -0.9024 -2.9366 -0.116
C -3.3703 -0.2739 -3.9160 -0.117
C -3.2629 1.1021 -4.1160 -0.132
C -2.3835 1.8362 -3.3240 -0.122
C -1.6413 1.1970 -2.3265 -0.149
C 0.1363 -2.4869 -1.8750 -0.264
C -0.1154 -3.8222 -1.6724 -0.111
C 0.4467 -4.8334 -2.5003 -0.087
C 1.2541 -4.5074 -3.5497 -0.070
C 1.5748 -3.1450 -3.8003 -0.192
C 2.4426 -2.7710 -4.8619 -0.071
C 2.7779 -1.4619 -5.0704 -0.113
C 2.2714 -0.4582 -4.2076 -0.095
C 1.4291 -0.7914 -3.1839 -0.042
C 1.0342 -2.1440 -2.9526 -0.174
H -2.6716 -2.7052 -0.5302 -0.001
H -2.7445 -1.4492 0.7324 -0.030
H -1.6667 -2.8227 0.9443 0.005
H -2.6755 -1.9827 -2.8167 0.091
H -4.0512 -0.8566 -4.5301 0.084
H -3.8572 1.5939 -4.8803 0.082
H -2.2749 2.9064 -3.4843 0.091
H -0.9865 1.7763 -1.6777 0.049
H -0.7474 -4.1313 -0.8445 0.086
H 0.2276 -5.8733 -2.2884 0.092
H 1.6723 -5.2734 -4.1942 0.094
H 2.8428 -3.5509 -5.5031 0.097
H 3.4392 -1.1914 -5.8870 0.087
H 2.5639 0.5768 -4.3491 0.099
H 1.0702 -0.0162 -2.5096 0.070


[6]
24
Properties=species:S:1:pos:R:3:lowdin_charge:R:1 method="wB97M-V/def2-TZVPD" total_charge=+2 largest_force_ev_per_a=1.7 gap_ha="0.3423 / 0.2073" energy_ev=-15072.496 multiplicity=2 e_homo_ev="-18.33 / -18.32"
O -0.2984 1.3268 2.9306 0.209
C 0.2305 1.2516 1.8705 -0.516
O 1.4655 1.5715 1.5321 0.165
C -0.5226 0.6350 0.6987 -0.150
C -0.5938 -0.8767 0.9603 -0.086
C -1.2536 -1.6785 -0.0705 0.064
C -1.6979 -2.9649 0.2316 0.311
N 0.1313 1.0169 -0.6256 0.231
H 2.0569 1.9266 2.2184 0.179
H -1.5760 0.9267 0.6989 0.183
H 0.4615 -1.2557 1.0896 0.208
H -0.9457 -1.1542 1.9663 0.175
H -1.4258 -1.2385 -1.0475 0.124
H -2.1546 -3.6260 -0.4962 0.127
H -1.6186 -3.3019 1.2604 0.128
H 0.9039 0.3633 -0.8216 0.132
H -0.4219 1.0389 -1.5240 0.146
H 0.4233 1.9915 -0.4981 0.181
H 1.7069 -0.0808 -3.2477 0.038
H 3.1061 -0.0733 -2.3651 0.068
O 2.2110 -0.4016 -2.4874 -0.055
H -0.4899 -0.9655 -3.1207 0.061
H -1.1272 0.3422 -3.6972 0.111
O -0.5071 -0.0221 -3.0421 -0.035


[7]
71
Properties=species:S:1:pos:R:3:lowdin_charge:R:1 method="wB97M-V/def2-TZVPD" total_charge=+1 largest_force_ev_per_a=0.7 gap_ha=0.3175 energy_ev=-62694.901 e_homo_ev=-11.90
C 0.4225 -2.4650 3.6811 -0.094
C 0.4473 -1.7899 2.3640 -0.667
Cl -0.7922 -0.5776 2.2157 0.802
C 1.2880 -2.0055 1.3539 -0.621
Cl 2.5439 -3.1712 1.4920 0.806
C 1.2971 -1.3220 0.0618 -0.256
C 2.3826 -1.0340 -0.6992 0.006
N 1.9232 -0.3952 -1.8240 0.149
C 0.6081 -0.2899 -1.7704 -0.041
N 0.2100 -0.8548 -0.6381 0.160
H -0.5446 -2.9303 3.8506 0.098
H 0.5753 -1.7159 4.4564 0.097
H 1.2176 -3.1942 3.7580 0.061
H 3.4184 -1.2414 -0.5214 0.138
H 2.4614 -0.0626 -2.6158 0.181
H -0.0592 0.1687 -2.4779 0.131
H -0.7482 -0.9096 -0.3243 0.131
C -4.6629 0.1123 0.7771 -0.119
O -4.1971 -0.9376 1.6259 -0.151
H -5.6764 -0.1447 0.4803 0.081
H -4.6752 1.0728 1.2927 0.085
H -4.0494 0.1998 -0.1253 0.072
H -3.2936 -0.7577 1.8982 -0.002
C -0.6301 3.0047 -3.9093 -0.096
O -0.4446 1.5784 -3.9517 -0.175
H 0.0239 3.3861 -3.1299 0.083
H -0.3693 3.4692 -4.8594 0.091
H -1.6644 3.2411 -3.6615 0.085
H -1.0325 1.2286 -4.6317 0.103
C -1.4798 2.8720 -0.6476 -0.157
O -2.0461 2.6368 0.6356 -0.110
H -1.8802 3.8159 -1.0068 0.092
H -0.3924 2.9437 -0.5826 0.052
H -1.7579 2.0797 -1.3558 0.064
H -1.6692 1.8274 0.9893 0.021
C -6.9473 -2.9218 1.6462 -0.160
O -6.7192 -2.5864 3.0065 -0.112
H -7.3977 -3.9102 1.6175 0.085
H -7.6260 -2.2145 1.1603 0.079
H -6.0068 -2.9569 1.0889 0.051
H -6.3045 -1.7185 3.0328 0.060
C 6.0705 -4.9927 2.2001 -0.162
O 5.0767 -5.8881 1.7147 -0.128
H 7.0309 -5.3761 1.8671 0.081
H 5.9410 -3.9836 1.7959 0.064
H 6.0736 -4.9438 3.2916 0.079
H 4.2162 -5.5745 2.0040 0.037
C 1.8179 0.7947 -6.5984 -0.141
O 1.7198 0.1342 -5.3390 -0.149
H 2.6388 0.3330 -7.1393 0.082
H 0.9049 0.6736 -7.1864 0.081
H 2.0344 1.8589 -6.4776 0.080
H 0.9969 0.5327 -4.8439 0.010
C -2.9083 -3.6818 0.4158 -0.171
O -3.5196 -3.9599 1.6573 -0.113
H -2.3059 -4.5468 0.1470 0.083
H -3.6417 -3.5011 -0.3754 0.082
H -2.2487 -2.8039 0.4966 0.038
H -4.0608 -3.1994 1.9046 0.036
C 2.9559 2.8039 0.7602 -0.123
O 1.8424 3.0613 -0.1025 -0.138
H 3.1025 3.6883 1.3731 0.070
H 2.7601 1.9481 1.4130 0.073
H 3.8685 2.6254 0.1873 0.083
H 1.7245 2.2859 -0.6575 0.034
C 3.3541 6.8125 2.2164 -0.159
O 4.5191 6.0011 2.0974 -0.134
H 2.6304 6.4397 1.4949 0.071
H 2.9174 6.7480 3.2160 0.078
H 3.5671 7.8585 1.9857 0.078
H 5.1690 6.3220 2.7289 0.075


[8]
19
Properties=species:S:1:pos:R:3:lowdin_charge:R:1 method="wB97M-V/def2-TZVPD" total_charge=-1 largest_force_ev_per_a=1.2 gap_ha=0.3015 energy_ev=-11949.669 e_homo_ev=-4.39
C -1.1183 -1.2240 0.9395 -0.114
N -0.7363 -0.3011 -0.1234 -0.131
C -0.7163 1.1312 0.1271 -0.344
O -0.1210 1.5863 1.3136 -0.095
H -2.1583 -1.5493 0.7836 0.066
H -1.0915 -0.7329 1.9139 0.073
H -0.4974 -2.1085 0.8038 0.074
H 0.1721 -0.4957 -0.5241 0.090
H -1.7442 1.4956 0.2448 0.110
H -0.2654 1.5679 -0.7613 0.105
H -1.9119 -0.2111 -2.8732 0.005
H -1.9841 -0.7261 -1.4961 -0.011
O -2.4011 -0.8595 -2.3807 -0.105
H 2.8298 1.7620 -0.4267 -0.094
H 0.8440 1.4807 1.2104 0.035
O 2.2022 1.1300 -0.0643 -0.429
H 2.4729 -0.3603 0.3183 -0.052
H 1.8735 -1.6198 1.0198 -0.027
O 2.5415 -1.3695 0.3872 -0.157


Repeat the third record exactly.
13
Properties=species:S:1:pos:R:3:lowdin_charge:R:1 method="wB97M-V/def2-TZVPD" total_charge=0 largest_force_ev_per_a=5.1 gap_ha=0.2921 energy_ev=-10031.059 e_homo_ev=-9.96
C 1.3042 -0.6517 0.4229 -0.162
C 0.0063 -0.0044 -0.1530 -0.373
C -1.3736 -0.5275 0.2971 -0.337
H 2.4395 0.8728 -0.4739 0.105
H 1.3247 -1.6145 0.0011 0.101
H 1.6192 -0.5013 1.4919 0.143
H 0.1663 -0.1353 -1.2242 0.150
H -1.0870 -1.6094 0.4947 0.139
H -1.3781 0.1138 1.1781 0.088
H -3.1009 0.8438 0.6877 0.365
O 2.3420 -0.1114 -0.4302 -0.112
O -2.4384 -0.1658 -0.5216 -0.120
F 0.1296 1.2610 0.2286 0.013